No. 1
{"formula": "C3H7BrN", "method": "ωB97M-V with the def2-TZVPD basis set", "e_tot_ev": -74747.059, "homo_ev": -14.38, "de_lowest_kj_mol": 177.7, "total_charge": 1, "gap_ev": 9.3, "symbols": ["H", "H", "H", "H", "H", "H", "Br", "C", "H", "N", "C", "C"], "xyz": [[1.978970, 1.843310, 0.923789], [-0.317899, -0.479976, 1.526557], [0.952810, -1.112124, -1.363803], [-3.950133, 0.689178, -0.337461], [-0.802607, -0.413019, -1.336667], [0.871249, -1.693303, 1.032382], [-3.306673, -0.364507, 0.343098], [0.245703, -0.848775, 0.749760], [1.823262, 1.696016, -0.844054], [0.860481, 0.176396, 0.021798], [0.105592, -0.725046, -0.739108], [1.539248, 1.231855, 0.023708]], "forces_ev_per_angstrom": [[-1.08, -2.08, -1.11], [-2.29, 0.45, 1.13], [-1.54, -1.31, 0.40], [-0.14, 0.22, -0.12], [1.11, -0.08, 1.17], [0.27, 0.37, 0.18], [0.07, -0.19, 0.13], [1.74, -2.19, -0.65], [0.03, 0.90, -2.58], [1.08, 2.85, 0.96], [-0.20, -0.02, -2.86], [0.95, 1.08, 3.36]]}

---

No. 2
{"formula": "C3H7BrN", "method": "ωB97M-V with the def2-TZVPD basis set", "e_tot_ev": -74747.871, "homo_ev": -14.11, "de_lowest_kj_mol": 99.4, "total_charge": 1, "gap_ev": 10.4, "symbols": ["C", "C", "N", "H", "H", "H", "C", "Br", "H", "H", "H", "H"], "xyz": [[-0.879850, 0.004700, 0.021422], [1.392736, 0.399052, 1.669577], [-0.936613, -0.167885, -1.453600], [-1.139704, 1.018509, 0.344498], [-1.268959, 0.672350, -1.938757], [-1.571701, -0.960996, -1.632911], [0.976025, -0.128629, 0.540947], [1.900698, -1.251129, -0.746177], [0.793625, 1.145210, 2.269924], [2.342325, 0.285477, 2.171228], [0.003304, -0.347314, -1.696434], [-1.611884, -0.669345, 0.450284]], "forces_ev_per_angstrom": [[3.10, 1.11, 1.64], [-0.72, 1.30, 0.88], [-2.16, 0.60, 1.00], [0.12, -0.21, -0.42], [0.03, -0.25, 0.02], [0.63, 0.37, -0.53], [-3.57, -0.81, -1.27], [-0.37, 0.70, 1.04], [0.07, -1.17, -0.96], [0.44, -0.37, -0.66], [1.74, -0.84, -1.24], [0.68, -0.44, 0.49]]}

---

> Number 2 is which compound?

C3H7BrN